{
  "formula": "C38H40N8O5RhS4",
  "method": "ωB97M-V/def2-TZVPD",
  "e_lumo_ha": -0.150,
  "fmax_ev_per_a": 1.52,
  "orbital_gap_ha": 0.2229,
  "homo_energy_ev": -10.1,
  "total_charge": 1,
  "e_tot_ha": -3989.350354,
  "elements": ["Rh", "N", "C", "C", "C", "C", "C", "C", "S", "O", "O", "N", "C", "N", "C", "C", "C", "N", "H", "H", "H", "H", "H", "H", "H", "H", "H", "O", "C", "C", "C", "C", "C", "S", "C", "C", "C", "C", "S", "C", "C", "C", "C", "S", "H", "H", "H", "H", "H", "H", "H", "H", "H", "N", "C", "N", "C", "C", "O", "C", "C", "H", "H", "H", "H", "H", "H", "H", "H", "C", "C", "N", "C", "C", "C", "O", "C", "C", "C", "C", "N", "C", "H", "H", "H", "H", "H", "H", "H", "H", "H", "H", "H", "H", "H", "H"],
  "xyz": [[-0.457, 0.814, -0.940], [5.344, 1.340, 4.471], [4.836, 1.170, 3.214], [4.276, -0.054, 2.830], [3.739, -0.216, 1.571], [3.746, 0.844, 0.671], [4.322, 2.062, 1.031], [4.852, 2.225, 2.290], [3.080, 0.628, -0.921], [2.868, -0.780, -1.132], [3.828, 1.390, -1.871], [1.547, 1.269, -0.910], [1.316, 2.624, -0.919], [-0.019, 2.793, -1.016], [-0.540, 4.003, -0.849], [0.294, 5.085, -0.682], [1.661, 4.818, -0.626], [2.185, 3.601, -0.714], [5.477, 0.540, 5.063], [5.896, 2.151, 4.679], [4.268, -0.882, 3.527], [3.314, -1.165, 1.277], [4.353, 2.871, 0.315], [5.299, 3.172, 2.569], [-1.619, 4.083, -0.877], [-0.094, 6.086, -0.581], [2.367, 5.625, -0.467], [-1.178, 1.026, 0.828], [-0.875, 0.784, 2.207], [-0.288, 2.060, 2.792], [0.888, 2.624, 2.394], [1.242, 3.764, 3.157], [0.333, 4.030, 4.137], [-0.947, 2.903, 4.132], [-2.270, 0.472, 2.718], [-2.757, -0.733, 3.134], [-4.159, -0.718, 3.361], [-4.712, 0.498, 3.098], [-3.542, 1.629, 2.582], [0.040, -0.367, 2.589], [0.383, -1.501, 1.917], [1.127, -2.418, 2.709], [1.335, -1.955, 3.970], [0.665, -0.400, 4.192], [1.507, 2.199, 1.621], [2.139, 4.344, 3.001], [0.352, 4.822, 4.867], [-2.126, -1.596, 3.288], [-4.720, -1.563, 3.731], [-5.738, 0.798, 3.232], [0.104, -1.699, 0.900], [1.476, -3.377, 2.354], [1.860, -2.436, 4.778], [-2.405, 1.046, -1.778], [-3.498, 0.926, -1.390], [-4.705, 0.765, -0.961], [-5.542, -0.361, -1.416], [-6.634, 0.187, -2.321], [-7.367, 1.195, -1.657], [-6.552, 2.300, -1.319], [-5.461, 1.877, -0.352], [-5.977, -0.818, -0.526], [-4.914, -1.090, -1.927], [-7.338, -0.602, -2.581], [-6.193, 0.586, -3.244], [-7.199, 3.044, -0.858], [-6.109, 2.731, -2.227], [-5.895, 1.492, 0.571], [-4.774, 2.684, -0.107], [2.378, -1.674, -4.646], [1.413, -2.842, -4.504], [1.862, -3.838, -3.538], [3.060, -4.616, -3.873], [4.265, -4.218, -3.034], [1.224, -4.164, -2.399], [1.545, -5.098, -1.682], [0.073, -3.306, -1.929], [-1.101, -3.899, -1.499], [-2.060, -3.114, -0.874], [-1.810, -1.771, -0.690], [-0.675, -1.191, -1.124], [0.252, -1.948, -1.720], [1.992, -0.960, -5.374], [3.352, -2.008, -5.000], [2.529, -1.159, -3.696], [1.284, -3.346, -5.466], [0.426, -2.489, -4.207], [3.254, -4.457, -4.934], [2.829, -5.672, -3.726], [4.462, -3.149, -3.110], [5.149, -4.757, -3.373], [4.095, -4.465, -1.987], [-1.235, -4.967, -1.613], [-2.974, -3.544, -0.488], [-2.483, -1.140, -0.127], [1.178, -1.454, -1.986]]
}

---

{
  "formula": "C38H41N3O2",
  "method": "ωB97M-V/def2-TZVPD",
  "e_lumo_ha": -0.074,
  "fmax_ev_per_a": 3.26,
  "orbital_gap_ha": 0.1262,
  "homo_energy_ev": -5.4,
  "e_tot_ha": -1787.318918,
  "elements": ["C", "C", "N", "C", "C", "C", "C", "C", "C", "C", "C", "C", "C", "C", "C", "C", "C", "C", "N", "C", "C", "C", "C", "C", "C", "C", "C", "C", "C", "H", "H", "H", "H", "H", "H", "H", "H", "H", "H", "H", "H", "H", "H", "H", "H", "H", "H", "H", "H", "H", "H", "H", "H", "H", "H", "H", "H", "H", "H", "H", "C", "C", "O", "C", "C", "C", "C", "C", "C", "C", "C", "C", "N", "O", "H", "H", "H", "H", "H", "H", "H", "H", "H", "H"],
  "xyz": [[-4.176, 4.646, -2.202], [-5.268, 4.436, -3.228], [-5.422, 3.042, -3.592], [-5.955, 2.851, -4.923], [-6.727, 1.554, -5.067], [-5.927, 0.383, -4.503], [-5.405, 0.661, -3.130], [-5.141, 2.011, -2.747], [-4.628, 2.271, -1.443], [-4.436, 1.221, -0.560], [-4.721, -0.136, -0.895], [-4.534, -1.214, 0.031], [-3.754, -1.079, 1.182], [-3.328, -2.056, 2.086], [-2.661, -1.768, 3.323], [-2.413, -0.445, 3.787], [-1.771, -0.178, 4.983], [-1.380, -1.258, 5.832], [-0.831, -1.011, 7.055], [-0.618, 0.322, 7.582], [-0.437, 1.353, 6.489], [-1.527, 1.230, 5.430], [-0.423, -2.055, 7.969], [-1.176, -3.352, 7.751], [-1.193, -3.732, 6.273], [-1.592, -2.597, 5.385], [-2.185, -2.827, 4.155], [-5.175, -0.366, -2.229], [-4.329, 3.677, -1.032], [-3.199, 4.512, -2.685], [-4.248, 5.678, -1.849], [-6.225, 4.822, -2.825], [-5.052, 4.995, -4.150], [-6.599, 3.712, -5.155], [-5.126, 2.857, -5.657], [-7.690, 1.640, -4.542], [-6.924, 1.399, -6.133], [-6.563, -0.506, -4.474], [-5.099, 0.169, -5.197], [-4.064, 1.466, 0.436], [-4.933, -2.192, -0.248], [-3.409, -0.073, 1.406], [-3.494, -3.105, 1.850], [-2.744, 0.410, 3.192], [-1.480, 0.608, 8.216], [0.267, 0.282, 8.234], [-0.473, 2.339, 6.958], [0.553, 1.221, 6.034], [-1.246, 1.846, 4.570], [-2.455, 1.653, 5.842], [0.663, -2.242, 7.856], [-0.581, -1.685, 8.993], [-0.681, -4.130, 8.337], [-2.204, -3.235, 8.120], [-0.191, -4.092, 5.996], [-1.890, -4.563, 6.132], [-2.303, -3.857, 3.823], [-5.337, -1.392, -2.558], [-3.411, 3.710, -0.435], [-5.144, 4.045, -0.389], [-9.993, -0.076, -2.864], [-9.662, -1.427, -2.300], [-8.979, -1.187, -1.060], [-8.477, -2.329, -0.514], [-8.021, -2.101, 0.856], [-7.723, -3.203, 1.728], [-7.494, -4.498, 1.181], [-7.191, -5.582, 1.995], [-7.125, -5.429, 3.390], [-7.417, -4.172, 3.951], [-7.720, -3.072, 3.147], [-8.481, -0.870, 1.318], [-8.884, 0.163, 1.717], [-8.503, -3.381, -1.147], [-10.599, -0.216, -3.761], [-10.555, 0.531, -2.145], [-9.072, 0.459, -3.128], [-10.583, -2.006, -2.123], [-9.017, -1.986, -3.001], [-7.630, -4.632, 0.104], [-7.029, -6.557, 1.531], [-6.861, -6.277, 4.026], [-7.431, -4.057, 5.033], [-8.011, -2.116, 3.595]]
}

---

{
  "formula": "C38H41N3O6",
  "method": "ωB97M-V/def2-TZVPD",
  "e_lumo_ha": -0.034,
  "fmax_ev_per_a": 3.15,
  "orbital_gap_ha": 0.2320,
  "homo_energy_ev": -7.2,
  "e_tot_ha": -2088.261335,
  "elements": ["C", "C", "N", "C", "C", "C", "C", "C", "C", "C", "C", "C", "C", "C", "C", "C", "N", "C", "C", "C", "C", "C", "C", "C", "C", "C", "C", "H", "H", "H", "H", "H", "H", "H", "H", "H", "H", "H", "H", "H", "H", "H", "H", "H", "H", "H", "H", "H", "H", "H", "H", "H", "H", "H", "H", "H", "C", "C", "C", "O", "C", "O", "C", "C", "C", "C", "C", "C", "N", "O", "O", "C", "C", "C", "O", "O", "H", "H", "H", "H", "H", "H", "H", "H", "H", "H", "H", "H"],
  "xyz": [[5.984, 2.014, -1.041], [6.194, 1.295, 0.283], [4.975, 0.738, 0.827], [5.014, 0.501, 2.256], [3.651, 0.139, 2.805], [3.107, -1.046, 2.013], [3.027, -0.654, 0.573], [4.009, 0.213, 0.029], [3.912, 0.613, -1.343], [2.682, 0.515, -1.957], [1.610, -0.194, -1.334], [0.267, -0.098, -1.797], [-0.610, -1.256, -1.702], [-1.067, -1.945, -2.846], [-1.801, -3.113, -2.744], [-2.300, -3.513, -1.471], [-3.195, -4.538, -1.375], [-3.803, -5.086, -2.569], [-2.780, -5.244, -3.677], [-2.073, -3.921, -3.967], [-3.978, -4.709, -0.168], [-3.116, -4.529, 1.066], [-2.412, -3.173, 1.045], [-1.885, -2.813, -0.305], [-0.986, -1.758, -0.440], [1.951, -1.004, -0.215], [5.113, 1.206, -2.007], [5.519, 2.991, -0.856], [6.966, 2.192, -1.492], [6.938, 0.487, 0.149], [6.604, 1.986, 1.032], [5.730, -0.314, 2.461], [5.409, 1.406, 2.737], [3.736, -0.102, 3.867], [2.954, 0.982, 2.698], [3.763, -1.922, 2.129], [2.112, -1.311, 2.379], [2.510, 0.975, -2.938], [0.093, 0.563, -2.651], [-0.769, -1.572, -3.831], [-4.236, -6.054, -2.292], [-4.628, -4.433, -2.911], [-2.034, -5.991, -3.384], [-3.280, -5.604, -4.577], [-2.675, -3.318, -4.662], [-1.125, -4.125, -4.483], [-4.812, -3.985, -0.147], [-4.411, -5.714, -0.204], [-3.741, -4.616, 1.957], [-2.362, -5.324, 1.108], [-3.113, -2.387, 1.378], [-1.590, -3.170, 1.775], [-0.580, -1.284, 0.460], [1.324, -1.845, 0.079], [4.789, 1.840, -2.839], [5.727, 0.398, -2.441], [-0.015, 4.282, 0.508], [0.754, 3.389, -0.448], [2.045, 3.974, -0.992], [1.152, 2.179, 0.260], [0.125, 1.349, 0.639], [0.277, 0.614, 1.609], [-1.021, 1.310, -0.214], [-2.285, 0.827, 0.373], [-2.820, 1.722, 1.488], [-3.721, 2.757, 1.198], [-4.168, 3.589, 2.215], [-3.711, 3.373, 3.531], [-4.174, 4.214, 4.582], [-3.775, 3.988, 5.748], [-4.965, 5.145, 4.304], [-2.800, 2.342, 3.826], [-2.359, 1.522, 2.796], [-1.118, 2.194, -1.366], [-2.047, 2.165, -2.149], [-0.046, 3.028, -1.593], [-0.906, 3.770, 0.894], [0.646, 4.537, 1.344], [-0.314, 5.199, -0.009], [2.458, 3.299, -1.747], [1.850, 4.944, -1.457], [2.767, 4.088, -0.181], [-3.014, 0.741, -0.444], [-2.099, -0.159, 0.808], [-4.054, 2.901, 0.165], [-4.871, 4.396, 2.026], [-2.464, 2.200, 4.849], [-1.635, 0.731, 2.997]]
}